{
  "formula": "C46H59N11Ti",
  "method": "ωB97M-V/def2-TZVPD",
  "elements": ["Ti", "N", "C", "N", "C", "N", "N", "C", "C", "C", "C", "C", "C", "N", "C", "C", "C", "C", "C", "C", "H", "H", "H", "H", "H", "H", "H", "H", "H", "H", "H", "C", "C", "C", "C", "C", "C", "C", "C", "C", "C", "C", "C", "N", "C", "C", "N", "C", "C", "C", "C", "C", "C", "C", "C", "C", "C", "C", "C", "H", "H", "H", "H", "H", "H", "H", "H", "H", "H", "H", "H", "H", "H", "H", "H", "H", "H", "H", "H", "H", "H", "H", "H", "H", "H", "H", "H", "H", "H", "H", "H", "H", "H", "H", "H", "C", "N", "C", "N", "C", "N", "C", "N", "C", "C", "H", "H", "H", "H", "H", "H", "H", "H", "H", "H", "H", "H"],
  "coordinates": [[-0.88799, 0.64983, -0.70820], [-0.70095, -2.82831, 1.89297], [-0.71431, -2.00187, 0.85550], [-0.90118, -0.71482, 0.94716], [-1.12998, -0.15053, 2.22016], [-1.38546, 1.09735, 2.28935], [-1.38734, 1.66795, 1.03874], [-1.96452, 2.87247, 0.96997], [-2.27445, 3.31558, -0.32072], [-2.90784, 4.54076, -0.61227], [-3.26502, 4.82871, -1.89838], [-2.99276, 3.89216, -2.91263], [-2.35314, 2.72975, -2.57967], [-1.97473, 2.41937, -1.32135], [-1.11445, -1.01416, 3.39481], [-1.30440, -0.53250, 4.68883], [-1.25706, -1.39936, 5.76326], [-1.02480, -2.75845, 5.56004], [-0.84419, -3.25377, 4.28227], [-0.89265, -2.37617, 3.20977], [-0.56230, -3.81268, 1.72770], [-0.56383, -2.44039, -0.12181], [-2.24118, 3.40017, 1.87235], [-3.11129, 5.22693, 0.19882], [-3.75963, 5.76105, -2.13517], [-3.27288, 4.07788, -3.93889], [-2.11586, 2.00121, -3.34118], [-1.48480, 0.52523, 4.82592], [-1.40022, -1.02210, 6.76644], [-0.98569, -3.43261, 6.40448], [-0.66289, -4.30911, 4.11784], [2.66430, -2.02644, -3.32661], [2.48460, -1.60989, -1.86485], [3.10274, -2.64016, -0.92035], [3.04005, -0.21574, -1.66436], [4.41566, -0.02847, -1.61442], [4.95256, 1.23830, -1.48723], [4.10418, 2.32941, -1.44262], [2.71814, 2.19761, -1.50018], [1.92387, 3.49591, -1.47270], [1.23517, 3.71750, -0.12362], [0.98212, 3.69684, -2.65945], [2.18899, 0.89672, -1.58225], [0.77508, 0.64322, -1.62907], [0.13594, 0.45275, -2.84570], [-1.04841, -0.23588, -2.90792], [-1.59414, -0.79957, -1.76853], [-2.72149, -1.67852, -1.85987], [-3.89669, -1.33805, -1.15602], [-5.02729, -2.13878, -1.28273], [-5.02927, -3.25670, -2.08791], [-3.86627, -3.59932, -2.75008], [-2.69368, -2.85332, -2.65102], [-1.49529, -3.48814, -3.35928], [-0.96967, -2.80761, -4.62856], [-0.36091, -3.81077, -2.39282], [-4.06119, -0.10983, -0.27822], [-5.03693, 0.89167, -0.90068], [-4.47354, -0.47519, 1.15044], [2.25803, -3.02186, -3.51033], [3.72465, -2.04037, -3.58675], [2.16836, -1.32153, -3.99639], [1.41902, -1.55821, -1.64485], [4.15121, -2.82904, -1.15275], [2.57835, -3.59529, -1.00502], [3.04152, -2.30347, 0.11592], [5.07358, -0.88553, -1.68161], [6.02399, 1.37914, -1.43774], [4.52561, 3.32481, -1.36893], [2.67541, 4.28276, -1.56956], [0.62828, 2.86229, 0.16656], [0.59421, 4.60079, -0.16025], [1.97560, 3.87386, 0.66271], [0.20829, 2.93975, -2.72234], [1.53954, 3.69278, -3.59807], [0.48439, 4.66519, -2.56895], [0.50010, 0.97540, -3.72501], [-1.63943, -0.20526, -3.81760], [-5.92816, -1.86309, -0.74964], [-5.91907, -3.86296, -2.19265], [-3.85814, -4.49338, -3.36128], [-1.88473, -4.45047, -3.69439], [-0.28554, -1.99071, -4.41192], [-1.78808, -2.43082, -5.24418], [-0.42051, -3.54070, -5.22195], [0.10558, -2.89536, -2.03280], [0.41329, -4.39305, -2.89454], [-0.72838, -4.39526, -1.54559], [-3.11910, 0.41748, -0.17423], [-6.04076, 0.47097, -0.97617], [-4.71708, 1.17558, -1.90500], [-5.09320, 1.79566, -0.29033], [-5.47762, -0.89935, 1.18718], [-4.46387, 0.41573, 1.78137], [-3.78744, -1.20661, 1.58436], [1.71876, 1.44794, 3.48072], [2.77669, 1.55494, 4.48452], [3.99262, 2.03765, 3.82211], [4.41577, 1.14991, 2.73681], [3.32035, 1.04898, 1.77395], [2.07589, 0.54028, 2.37728], [2.37912, -0.77311, 2.96661], [3.45468, -0.72204, 3.95240], [3.04890, 0.21366, 5.00768], [4.65129, -0.18140, 3.29774], [1.51484, 2.43835, 3.06594], [0.81034, 1.08463, 3.96430], [4.79423, 2.11004, 4.55920], [3.80314, 3.03284, 3.41379], [3.62125, 0.38020, 0.96699], [3.12495, 2.03498, 1.35428], [2.66249, -1.46231, 2.16647], [1.48372, -1.15644, 3.46090], [3.84479, 0.27713, 5.75149], [2.14663, -0.16988, 5.49086], [4.95019, -0.85524, 2.49132], [5.46056, -0.12812, 4.02789]],
  "forces_ev_per_angstrom": [[-0.505, 0.206, -0.479], [-0.019, -0.025, 0.029], [0.036, -0.019, -0.014], [0.127, -0.056, -0.001], [0.005, 0.002, -0.046], [-0.005, 0.060, 0.021], [0.103, -0.125, -0.093], [-0.040, -0.016, -0.016], [0.002, -0.091, -0.078], [0.022, 0.051, 0.044], [-0.006, 0.016, -0.001], [-0.004, -0.006, 0.006], [-0.013, 0.026, -0.017], [0.094, -0.064, 0.003], [0.013, -0.082, -0.038], [0.002, 0.014, 0.023], [-0.004, 0.018, 0.002], [0.004, 0.009, -0.014], [0.002, -0.057, 0.024], [-0.011, 0.088, 0.004], [0.014, -0.011, -0.016], [0.003, 0.010, -0.033], [0.021, 0.013, 0.004], [0.000, -0.001, -0.004], [0.004, 0.001, 0.007], [0.007, -0.015, -0.001], [0.000, 0.001, -0.009], [-0.001, -0.008, 0.011], [-0.001, -0.001, -0.003], [0.002, -0.003, -0.002], [-0.001, 0.007, 0.000], [-0.011, 0.021, 0.014], [0.078, 0.009, 0.014], [-0.059, 0.019, -0.001], [-0.094, -0.055, 0.052], [0.010, 0.020, -0.011], [-0.015, -0.009, -0.009], [0.019, -0.022, 0.000], [0.007, 0.037, -0.050], [-0.021, -0.018, 0.049], [0.051, 0.041, -0.087], [0.031, 0.043, -0.024], [0.066, 0.099, -0.134], [0.000, -0.056, 0.391], [0.047, -0.045, 0.041], [-0.038, -0.004, 0.131], [0.162, -0.053, 0.145], [-0.145, 0.066, -0.038], [0.044, 0.061, 0.035], [-0.027, -0.040, -0.036], [0.011, 0.008, 0.014], [-0.056, -0.009, 0.012], [0.016, 0.020, -0.032], [0.027, 0.004, 0.032], [-0.067, -0.014, 0.010], [0.013, 0.048, -0.015], [-0.105, -0.031, 0.035], [0.042, 0.004, -0.011], [0.032, 0.005, 0.002], [-0.007, -0.004, 0.005], [-0.005, -0.006, -0.003], [0.000, -0.016, -0.028], [-0.018, -0.014, -0.002], [0.015, 0.009, 0.008], [0.001, 0.010, -0.016], [0.020, -0.027, 0.023], [0.002, -0.012, 0.006], [0.002, -0.003, -0.003], [-0.007, -0.001, 0.001], [-0.001, 0.015, 0.041], [-0.028, -0.037, 0.041], [-0.005, -0.008, 0.015], [-0.009, -0.017, 0.013], [-0.016, 0.005, 0.049], [-0.002, -0.024, 0.000], [0.014, -0.007, -0.029], [-0.045, 0.063, 0.030], [-0.003, 0.005, 0.015], [0.004, -0.003, -0.001], [0.005, 0.000, 0.004], [0.014, 0.007, 0.002], [0.010, -0.013, -0.008], [0.028, 0.017, 0.004], [0.009, 0.003, -0.001], [0.011, 0.017, 0.004], [0.015, -0.003, 0.044], [-0.008, -0.027, 0.011], [0.017, 0.002, 0.015], [0.166, 0.005, -0.067], [0.000, -0.005, 0.008], [-0.018, 0.005, 0.006], [-0.008, -0.003, -0.003], [0.000, -0.001, -0.013], [-0.005, -0.006, 0.003], [-0.015, -0.001, 0.004], [-0.001, 0.019, -0.009], [0.012, 0.002, 0.000], [-0.024, 0.002, -0.008], [-0.002, 0.003, 0.014], [-0.020, -0.030, -0.031], [0.032, -0.054, 0.080], [-0.037, -0.002, -0.007], [0.013, -0.004, 0.015], [-0.005, 0.001, -0.008], [-0.015, 0.011, -0.010], [-0.001, -0.003, -0.001], [0.011, -0.001, -0.016], [0.000, 0.000, -0.002], [0.000, -0.004, 0.003], [-0.007, -0.002, -0.033], [0.002, 0.030, -0.008], [0.024, 0.012, -0.012], [0.007, 0.008, -0.006], [-0.001, -0.005, 0.002], [0.004, 0.003, 0.003], [0.005, -0.011, 0.012], [0.002, 0.009, -0.004]],
  "mulliken_charge": [-0.895, 0.423, -1.161, 1.293, -0.416, -1.338, 1.824, -1.190, 0.769, -1.115, -0.726, -0.958, -0.426, 1.347, 0.532, -0.516, -0.998, -0.654, -0.818, 0.394, 0.393, 0.251, 0.484, 0.568, 0.484, 0.571, 0.351, 0.496, 0.473, 0.440, 0.483, -1.658, 2.342, -1.593, 1.086, -0.651, -1.403, -1.048, -0.446, 0.602, -1.592, -1.690, 0.642, 1.569, -1.112, -1.660, 2.389, -0.292, 0.467, -0.771, -1.572, -1.101, 0.411, 0.202, -1.544, -0.294, 1.455, -1.724, -1.869, 0.366, 0.453, 0.276, -1.913, 0.468, 0.401, 0.046, 0.427, 0.415, 0.408, 0.868, 0.163, 0.608, 0.365, 0.121, 0.441, 0.439, 0.260, 1.050, 0.443, 0.404, 0.430, 0.787, 0.221, 0.346, 0.455, -0.694, 0.550, 0.377, 0.276, 0.410, 0.329, 0.406, 0.466, 0.436, 0.259, -0.589, 0.100, -0.782, 0.086, 0.126, 0.845, 0.136, 0.119, -0.692, -0.740, 0.005, 0.159, 0.347, 0.347, -0.313, -0.088, -0.561, 0.052, 0.359, 0.335, 0.329, 0.350],
  "total_energy_ev": -88163.8662,
  "e_above_lowest_kcal_mol": 1.0,
  "e_lumo_ha": [-0.103, -0.127],
  "spin_multiplicity": 2,
  "charge": 1,
  "s2": 0.765,
  "orbital_gap_ha": [0.226, 0.258]
}